DFT (wB97M-V/def2-TZVPD) results for a molecular structure, C5H15BO2Rb at a distorted geometry.

Calculated values
Frontier orbital gap   5.59 eV
Maximum force   0.0348 hartree/bohr
Relative energy (zero: lowest compared OMol25 entry of this formula, charge and spin)   0.00 kcal per mole
Molar mass   203.5 g/mol
Net charge   -1

Geometry as XYZ:
```
24
Properties=species:S:1:pos:R:3:lowdin_charge:R:1
Rb 1.07167 0.74180 -0.77344 0.97
B 3.48287 -0.61408 0.30577 -0.54
H 3.85337 -1.47302 1.01051 -0.07
H 2.80103 0.08447 0.92096 -0.14
H 4.39600 -0.05515 -0.16240 -0.07
H 2.86103 -1.11585 -0.53227 -0.13
C -2.58678 3.87490 -1.97875 -0.14
C -1.13141 3.58976 -1.54455 -0.60
O -0.45683 2.66569 -2.29033 -0.49
H -2.51569 4.45201 -2.91312 0.05
H -3.09738 4.53566 -1.27380 0.05
H -3.09739 2.94701 -2.23559 0.05
H -1.20137 3.21937 -0.48902 0.06
H -0.61590 4.57190 -1.49062 0.07
C -1.59212 -2.78048 1.80761 -0.02
C -0.40887 -2.19896 1.04624 -0.49
O -0.50060 -1.10993 0.53115 -0.05
C 0.84160 -3.04229 1.00889 -0.01
H -1.21502 -2.78965 2.83693 0.09
H -1.90449 -3.74604 1.42534 0.08
H -2.39003 -2.04229 1.77761 0.08
H 1.51732 -2.72525 0.21679 0.06
H 0.52395 -4.07189 0.83907 0.08
H 1.36502 -2.91768 1.95700 0.10
```


DFT (wB97M-V/def2-TZVPD) results for 13 unconnected molecules or ions with the total composition C9H44O13 at a distorted geometry.

Calculated values
Frontier orbital gap   9.43 eV
Maximum force   0.0503 hartree/bohr
Relative energy (zero: lowest compared OMol25 entry of this formula, charge and spin)   22.38 kcal per mole
Molar mass   360.4 g/mol

Geometry as XYZ:
```
66
Properties=species:S:1:pos:R:3:lowdin_charge:R:1
O -1.69989 -0.16856 -2.54707 -0.03
H -1.28366 0.35529 -3.23158 0.06
H -1.34193 -1.04817 -2.66697 0.08
O -2.26219 -0.77135 1.66409 -0.05
H -2.25335 -0.40864 2.54987 0.06
H -1.47753 -0.41225 1.24987 0.00
O -1.05228 0.73623 -0.04604 -0.04
H -0.41238 1.42234 -0.23579 0.02
H -1.24125 0.34214 -0.89764 0.00
O -2.68159 2.49448 1.91432 -0.03
H -1.97994 2.49152 1.26324 0.01
H -2.28447 2.11214 2.69684 0.03
O -3.14618 -2.43533 -0.52164 -0.05
H -2.92518 -1.86941 0.21804 -0.02
H -3.74868 -1.91338 -1.05153 -0.02
O -2.53018 2.71466 -2.62349 -0.02
H -2.13666 1.85547 -2.47127 -0.01
H -3.32678 2.52909 -3.12071 0.06
O -4.46573 0.55337 0.23870 -0.03
H -5.00709 1.15879 0.74529 0.07
H -3.60460 0.59604 0.65448 0.01
O 0.93389 2.91289 -1.21557 -0.05
H 1.48566 2.34256 -1.75083 0.00
H 1.29167 3.79012 -1.35228 0.06
O -4.61268 -0.55018 -2.01359 -0.07
H -3.72977 -0.26026 -2.24306 -0.01
H -4.77907 -0.15752 -1.15664 -0.03
O -1.45333 4.71323 -0.67930 -0.05
H -0.59961 4.32545 -0.48690 -0.01
H -1.67393 4.38706 -1.55176 0.00
C 0.39814 -2.95367 2.65016 -0.06
C -0.46954 -3.60315 1.60479 -0.50
C 0.02458 -3.34939 0.17459 -0.04
O -0.36661 -4.98297 1.84744 -0.06
H 1.43339 -3.23752 2.46103 0.08
H 0.19062 -3.25289 3.67754 0.08
H 0.41488 -1.86432 2.61644 0.06
H -1.54788 -3.44431 1.59715 0.13
H 1.10536 -3.43579 0.06250 0.08
H -0.34414 -2.38669 -0.17946 0.05
H -0.53749 -4.05436 -0.43795 0.08
H -0.94870 -5.23104 2.56941 0.09
C 2.64280 -1.01506 -3.70622 -0.03
C 2.08989 -0.24444 -2.52909 -0.53
C 2.92784 -0.09698 -1.30285 -0.04
O 1.81992 1.02772 -3.00803 -0.06
H 3.60324 -0.64821 -4.06826 0.09
H 1.93327 -0.84146 -4.51526 0.08
H 2.70109 -2.00412 -3.25185 0.09
H 1.12162 -0.66176 -2.25267 0.12
H 3.09193 -1.07250 -0.84508 0.09
H 2.40202 0.43586 -0.51059 0.06
H 3.87615 0.43142 -1.40089 0.10
H 1.02584 0.96669 -3.54403 0.09
C 3.59834 -0.11041 2.25781 -0.03
C 3.23442 1.29846 2.84264 -0.48
C 2.09210 2.03600 2.16187 -0.06
O 2.99973 1.23962 4.25352 -0.05
H 3.92820 0.00591 1.22545 0.05
H 2.80596 -0.85889 2.26088 0.06
H 4.48599 -0.44913 2.79206 0.08
H 4.10744 1.90763 2.60841 0.12
H 1.81797 2.93690 2.71082 0.08
H 1.27188 1.31818 2.17044 0.07
H 2.38880 2.25885 1.13698 0.06
H 2.67950 2.09832 4.53934 0.08
```


DFT (wB97M-V/def2-TZVPD) results for a single C6H10OSSi molecule at a distorted geometry.

Calculated values
Frontier orbital gap (alpha / beta)   7.39 / 6.99 eV
Maximum force   0.0549 hartree/bohr
Relative energy (zero: lowest compared OMol25 entry of this formula, charge and spin)   0.00 kcal per mole
<S²>   2.0080
2S+1   3
Molar mass   158.3 g/mol

Geometry as XYZ:
```
19
Properties=species:S:1:pos:R:3:lowdin_charge:R:1
C -1.15747 0.19421 0.97169 -0.23
C 0.62032 1.05432 -1.19381 -0.13
C -0.83744 1.28935 1.66363 -0.28
C 0.87500 2.07404 -0.15345 -0.29
C 1.19524 -1.62479 0.26934 -0.21
C -1.13391 -1.58144 -1.58128 -0.21
O 1.17051 2.95201 2.23658 -0.55
Si -0.15740 -0.49874 -0.46130 0.45
S 0.99022 1.64359 1.59455 0.87
H -2.11764 -0.34345 1.17795 0.08
H 0.79349 1.36932 -2.17581 0.03
H -1.29825 1.67438 2.63154 0.11
H 0.73723 3.08858 -0.45500 0.07
H 0.77702 -2.34386 1.11110 0.08
H 1.63529 -2.30263 -0.60157 0.07
H 2.12784 -1.11630 0.45255 -0.01
H -0.83456 -1.33257 -2.66084 0.06
H -1.14259 -2.68465 -1.28878 0.06
H -2.24290 -1.51137 -1.53709 0.03
```